[1]
{"formula": "C6H9O4Tl", "method": "ωB97M-V with the def2-TZVPD basis set", "symbols": ["O", "C", "C", "H", "H", "H", "O", "C", "O", "Tl", "O", "C", "H", "C", "H", "H", "C", "H", "H", "H"], "positions_angstrom": [[0.90744, -1.10146, -0.18441], [1.38224, -0.46129, -1.28218], [2.66523, -0.13942, -1.46489], [0.63258, -0.22164, -2.04915], [2.97578, 0.32978, -2.39969], [3.42426, -0.37880, -0.71802], [-1.97991, -0.01447, 0.37957], [-0.79857, 0.58141, 0.45670], [-0.76624, 1.77830, 0.21242], [1.47840, 2.21674, -0.15976], [1.47707, 0.59659, 1.32429], [0.54979, -0.23192, 0.99073], [0.25213, -0.99659, 1.73290], [-2.21753, -1.18330, -0.43360], [-3.09054, -0.91377, -1.03960], [-1.36517, -1.33894, -1.10535], [-2.50998, -2.39186, 0.42710], [-1.76253, -2.50855, 1.22336], [-3.50384, -2.30649, 0.88652], [-2.49175, -3.29220, -0.20170]], "atomic_forces_ev_per_a": [[-0.1, -0.2, 0.0], [0.1, -0.1, -0.1], [0.0, -0.2, -0.2], [0.1, -0.1, 0.1], [-0.1, -0.1, 0.3], [-0.3, 0.1, -0.2], [-0.3, 0.1, 0.0], [0.3, -0.4, 0.4], [-0.4, -0.8, 0.4], [1.6, 2.2, -0.6], [0.1, -0.4, 0.7], [-1.3, 0.1, -0.8], [-0.1, 0.3, -0.2], [0.1, -0.2, -0.1], [0.2, -0.1, 0.1], [-0.2, 0.0, 0.3], [-0.1, -0.2, 0.1], [-0.1, 0.0, -0.3], [0.3, 0.0, -0.1], [0.0, 0.2, 0.2]], "lowdin_charge": [-0.099, -0.332, -0.022, 0.125, 0.070, 0.087, 0.011, -0.391, -0.075, 0.953, -0.280, -0.429, 0.155, -0.201, 0.128, 0.113, -0.060, 0.080, 0.082, 0.085], "e_tot_ev": -19249.56894, "total_charge": 0, "e_lumo_ha": 0.0208, "gap_ev": 9.067, "fmax_ev_per_a": 2.81}



[2]
{"formula": "C26H37GeMnN4OS", "method": "ωB97M-V with the def2-TZVPD basis set", "symbols": ["Mn", "C", "C", "N", "C", "C", "C", "C", "C", "C", "C", "C", "C", "N", "C", "H", "H", "H", "H", "H", "H", "H", "H", "O", "S", "C", "C", "C", "C", "H", "H", "H", "H", "H", "H", "H", "H", "N", "C", "N", "C", "C", "C", "C", "C", "H", "H", "H", "H", "H", "H", "H", "H", "H", "H", "C", "Ge", "C", "C", "C", "H", "H", "H", "H", "H", "H", "H", "H", "H", "H", "H"], "positions_angstrom": [[-0.10656, 0.24813, 0.67461], [0.18090, 0.41741, 4.96127], [0.37156, 0.66044, 3.60392], [-0.15628, -0.09398, 2.64636], [-0.94435, -1.13514, 3.02749], [-1.14782, -1.48744, 4.38091], [-0.55807, -0.67430, 5.36197], [-1.93556, -2.63721, 4.68402], [-2.48968, -3.38796, 3.70056], [-2.33221, -3.03770, 2.32779], [-2.89342, -3.77284, 1.27182], [-2.70542, -3.33034, -0.01902], [-1.98466, -2.15797, -0.24849], [-1.42283, -1.44531, 0.72010], [-1.57782, -1.88906, 1.99582], [0.63180, 1.08105, 5.68015], [0.97733, 1.49984, 3.28419], [-0.69024, -0.90777, 6.40612], [-2.07327, -2.89464, 5.72186], [-3.07279, -4.26478, 3.93501], [-3.46107, -4.66541, 1.48003], [-3.11548, -3.86497, -0.85793], [-1.87162, -1.78240, -1.25638], [-0.73692, 2.24220, 1.07200], [-0.61393, 3.58800, 1.76354], [-2.32656, 4.03423, 2.25890], [-2.91577, 4.87581, 1.13928], [-1.76999, 5.74210, 0.62770], [-0.61434, 4.79066, 0.37526], [-2.22762, 4.60920, 3.17766], [-2.87290, 3.11572, 2.46436], [-3.74818, 5.47774, 1.50237], [-3.28178, 4.23272, 0.33752], [-1.49144, 6.47591, 1.38456], [-2.04324, 6.28105, -0.27948], [0.35395, 5.28162, 0.33111], [-0.76266, 4.18778, -0.52090], [-0.06291, 0.35697, -1.19609], [0.04245, 0.32456, -2.36266], [0.13580, 0.28604, -3.63387], [0.78964, 1.35172, -4.38484], [1.99854, 0.78502, -5.12896], [1.63429, -0.49406, -5.90906], [0.13345, -0.77099, -5.84718], [-0.32788, -0.87709, -4.39873], [1.08864, 2.14232, -3.69616], [0.06785, 1.76547, -5.09304], [2.79308, 0.57566, -4.41122], [2.36639, 1.55617, -5.80430], [2.16818, -1.34823, -5.49120], [1.94009, -0.40715, -6.95070], [-0.09280, -1.71337, -6.34427], [-0.41718, 0.00619, -6.37746], [0.08258, -1.78548, -3.94760], [-1.41959, -0.93130, -4.34805], [4.68115, -1.43548, 0.40845], [2.69429, -1.55552, 0.40845], [2.01744, -2.72276, 1.87232], [1.99528, -2.23132, -1.33118], [1.96661, 0.30714, 0.66764], [5.09061, -2.42473, 0.23204], [5.04695, -1.07803, 1.36599], [5.03617, -0.76931, -0.37198], [2.40785, -3.72935, 1.75979], [0.93091, -2.77598, 1.84151], [2.32451, -2.35544, 2.84739], [2.38967, -3.22217, -1.53108], [2.29128, -1.57969, -2.14801], [0.90823, -2.28875, -1.29571], [2.36081, 0.94324, -0.13248], [2.36653, 0.68330, 1.61616]], "atomic_forces_ev_per_a": [[1.0, 0.7, 1.0], [-0.1, -0.3, 0.2], [0.1, 0.1, -0.3], [-0.2, -0.2, 1.3], [0.1, 0.0, 0.6], [0.2, 0.2, -0.7], [0.2, 0.2, -0.4], [-0.2, -0.3, -0.2], [0.1, 0.1, 0.4], [0.4, 0.6, -0.2], [0.2, 0.3, -0.3], [-0.1, -0.1, 0.3], [0.1, 0.2, 0.1], [-0.5, -0.5, 0.1], [-0.4, -0.5, -0.2], [0.1, 0.1, 0.1], [0.0, -0.1, 0.0], [0.0, 0.0, 0.2], [0.0, -0.1, 0.1], [-0.1, -0.1, 0.1], [-0.1, -0.1, 0.0], [-0.1, -0.1, -0.1], [0.1, 0.0, 0.0], [-0.1, -0.7, -0.3], [-0.5, 0.3, -0.3], [0.2, 0.1, 0.0], [0.0, 0.1, -0.1], [-0.2, 0.0, 0.0], [0.2, 0.1, 0.3], [0.0, 0.0, 0.1], [0.2, -0.1, 0.0], [0.0, -0.1, 0.0], [0.0, 0.0, 0.0], [0.0, 0.1, 0.0], [0.1, 0.0, 0.0], [0.1, 0.0, 0.0], [0.0, -0.1, 0.1], [0.0, 0.1, -2.9], [-0.2, 0.0, 1.6], [0.0, 0.0, -0.2], [0.6, 0.6, -0.5], [0.0, 0.1, 0.1], [-0.1, 0.0, 0.0], [0.2, 0.0, 0.1], [-0.5, -0.8, -0.3], [-0.1, 0.0, 0.0], [0.0, 0.0, 0.2], [0.0, 0.1, 0.0], [0.0, 0.1, 0.0], [0.0, 0.0, 0.0], [0.0, 0.0, 0.0], [-0.1, 0.0, 0.0], [-0.1, 0.0, 0.0], [0.0, 0.1, 0.0], [0.1, 0.0, 0.0], [-0.8, 0.0, 0.0], [0.0, 0.0, 0.0], [0.2, 0.4, -0.5], [0.2, 0.1, 0.6], [0.4, -0.5, 0.1], [0.1, -0.2, 0.0], [0.0, 0.0, 0.1], [0.0, 0.1, -0.1], [0.1, -0.1, -0.1], [-0.1, -0.1, 0.0], [0.0, 0.1, 0.1], [0.0, -0.2, 0.0], [0.1, 0.1, -0.1], [-0.1, -0.1, 0.0], [-0.3, 0.0, 0.0], [-0.3, 0.1, 0.0]], "lowdin_charge": [0.787, 0.003, -0.091, 0.011, -0.138, -0.116, 0.049, 0.015, 0.015, -0.120, 0.045, -0.004, -0.088, 0.047, -0.152, 0.124, 0.109, 0.136, 0.130, 0.131, 0.135, 0.121, 0.107, -0.630, 1.020, -0.289, -0.223, -0.225, -0.288, 0.097, 0.100, 0.127, 0.121, 0.123, 0.128, 0.095, 0.099, 0.117, -0.165, -0.053, -0.119, -0.147, -0.168, -0.169, -0.116, 0.135, 0.135, 0.113, 0.121, 0.115, 0.119, 0.128, 0.121, 0.127, 0.133, -0.196, 0.817, -0.197, -0.215, -0.284, 0.023, 0.022, 0.021, 0.027, -0.011, 0.023, 0.026, 0.006, -0.013, 0.011, 0.003], "e_tot_ev": -134229.63792, "total_charge": 2, "e_lumo_ha": [-0.2254, -0.2277], "s_squared": 6.23, "multiplicity": 5, "gap_ev": [8.063, 8.250], "fmax_ev_per_a": 2.94}



[3]
{"formula": "C7H17NO3S", "method": "ωB97M-V with the def2-TZVPD basis set", "symbols": ["C", "C", "N", "C", "C", "C", "C", "C", "S", "O", "O", "O", "H", "H", "H", "H", "H", "H", "H", "H", "H", "H", "H", "H", "H", "H", "H", "H", "H"], "positions_angstrom": [[0.05959, 0.82053, 2.98237], [0.29578, -0.35923, 2.02839], [0.97261, 0.11053, 0.83383], [0.60092, -0.12778, -0.49057], [1.53795, 0.49727, -1.45653], [-1.08604, 0.42868, -0.65199], [-1.21757, 1.87746, -0.16350], [-1.68274, -0.08265, -1.96742], [0.49426, -1.88149, -1.08762], [0.76449, -1.92380, -2.45362], [-0.69777, -2.57038, -0.65129], [1.78141, -2.50544, -0.18656], [0.58368, 0.87757, 3.99082], [0.14213, 1.64470, 2.31731], [-0.95392, 0.88613, 3.31732], [-0.57283, -0.94376, 1.94380], [1.03477, -1.13938, 2.56479], [1.93294, -0.12613, 0.96822], [1.22251, 0.77714, -2.52298], [2.33997, -0.23436, -1.55186], [1.82963, 1.46748, -1.04564], [-1.52088, -0.15365, 0.15253], [-2.16904, 1.99037, 0.33028], [-0.36292, 1.99469, 0.58675], [-1.19784, 2.59251, -0.90485], [-0.97963, -0.14416, -2.74716], [-2.55250, 0.63532, -2.14172], [-2.14985, -0.97706, -1.87982], [1.55089, -3.43108, -0.11326]], "atomic_forces_ev_per_a": [[-0.2, -0.4, 1.2], [2.8, -1.5, 2.8], [0.6, -0.5, 0.2], [-4.8, 0.7, -0.9], [0.6, 1.3, -1.6], [2.6, -1.9, 0.8], [1.5, -2.0, 1.6], [-1.2, 4.5, 1.1], [-0.7, -0.4, 3.8], [1.1, -0.3, -2.7], [0.6, 0.1, 0.5], [-1.2, 1.0, -1.2], [0.2, 0.0, -1.8], [0.7, 1.3, 0.3], [-1.1, -0.3, 0.0], [-1.3, -0.5, -0.9], [-1.5, 1.6, -1.1], [0.8, 0.2, -0.2], [-0.2, -1.0, 1.6], [0.7, 0.7, -0.2], [0.5, -0.3, 0.2], [-0.2, -0.3, 0.0], [-0.3, 0.0, 0.4], [-1.4, 0.4, -1.1], [0.5, 1.6, -1.8], [0.6, 0.4, -1.2], [1.2, -0.7, -0.6], [-1.1, -2.9, 0.6], [0.0, -0.7, 0.2]], "lowdin_charge": [-0.085, -0.248, -0.051, -0.501, -0.067, -0.272, -0.048, -0.069, 0.658, -0.253, -0.287, -0.173, 0.096, 0.030, 0.054, 0.087, 0.154, 0.118, 0.123, 0.080, 0.096, 0.098, 0.079, 0.079, 0.044, 0.051, 0.114, 0.029, 0.064], "e_tot_ev": -26000.08201, "total_charge": 0, "e_lumo_ha": 0.0227, "smiles": "CCN[C@](C)(C(C)C)S(=O)(=O)O", "gap_ev": 9.815, "fmax_ev_per_a": 4.97}



[4]
{"formula": "C3H2N4O2", "method": "ωB97M-V with the def2-TZVPD basis set", "symbols": ["C", "C", "C", "N", "N", "N", "N", "O", "O", "H", "H"], "positions_angstrom": [[-1.62684, -0.88674, 0.34900], [-2.24695, -0.01948, -0.39183], [0.64931, -0.25306, 0.33045], [-0.28168, -0.98821, 0.50302], [-2.79367, 0.72880, -1.23885], [1.72329, 0.12637, -0.23705], [3.00416, 0.38029, 0.17716], [3.77528, 0.79947, -0.65387], [3.27411, 0.10141, 1.35617], [-2.31449, -1.62414, 0.68823], [-3.16250, 1.63529, -0.88243]], "atomic_forces_ev_per_a": [[-1.6, -0.4, 0.0], [-1.3, 3.2, -2.9], [3.7, -0.5, -1.1], [0.7, 0.8, 0.3], [0.9, -1.1, 2.2], [-2.5, -0.3, -0.6], [0.5, -0.2, 2.4], [-0.7, -0.2, 0.3], [-0.2, 0.4, -1.4], [0.2, -0.9, 0.8], [0.3, -0.8, -0.1]], "lowdin_charge": [-0.161, -0.132, -0.078, 0.154, 0.153, 0.167, -0.440, 0.090, 0.048, 0.109, 0.090], "e_tot_ev": -13191.76634, "total_charge": 0, "e_lumo_ha": -0.0289, "gap_ev": 8.655, "fmax_ev_per_a": 4.56}